Record 1
Density functional theory data (wB97M-V/def2-TZVPD) for the molecule C18H23FN2O3.

Calculated values
ΔE to the lowest compared entry with this formula, charge and spin (kcal/mol): 64.8
Net charge: 0
SMILES: C#CCCC[C@](F)(CNC)OC(=O)CCC(=O)Nc1ccccc1
HOMO level (eV): -9.041
Gap between HOMO and LUMO (eV): 9.4583

The geometry in XYZ format:
```
47
Properties=species:S:1:pos:R:3:forces:R:3:lowdin_charge:R:1
C 3.625579 2.881084 -0.330059 -0.33 0.52 0.45 0.103
C 3.558181 1.793971 0.162491 0.11 -0.32 -0.25 -0.154
C 3.413267 0.428154 0.648012 0.04 0.66 -0.09 -0.206
C 1.964638 0.218102 1.090810 -0.03 -0.43 0.08 -0.180
C 1.529508 -1.240957 1.242041 0.69 0.34 0.11 -0.082
C 1.427755 -2.092130 -0.018507 -0.06 0.17 0.54 -0.458
F 2.704396 -2.474042 -0.347653 0.33 -0.21 -0.19 0.072
C 0.805302 -1.446240 -1.235597 -0.15 0.23 -0.66 -0.137
N 1.691140 -0.506303 -1.895056 0.04 0.27 0.08 -0.085
C 1.184240 -0.049446 -3.192547 0.42 0.08 0.18 -0.099
O 0.782932 -3.326396 0.308845 -0.43 0.33 0.12 0.078
C -0.568278 -3.422135 0.059795 -0.07 -0.42 -0.51 -0.452
O -0.954244 -4.001355 -0.914632 0.15 0.03 0.03 0.153
C -1.569168 -2.926574 1.075586 -0.24 0.18 0.18 -0.074
C -2.799368 -2.281599 0.425993 0.44 0.13 0.43 -0.075
C -2.800459 -0.771543 0.319406 -0.18 0.17 -0.26 -0.438
O -3.673224 -0.224461 -0.308860 0.28 0.03 -0.07 0.111
N -1.726520 -0.052103 0.914126 -0.78 0.61 0.03 0.102
C -1.806658 1.384113 0.694692 0.21 -0.69 0.04 -0.259
C -1.192944 1.916299 -0.421429 -0.05 -0.02 0.04 -0.021
C -1.274248 3.278466 -0.655932 0.01 -0.48 0.09 -0.063
C -1.962224 4.074730 0.239066 -0.06 0.74 -0.09 -0.091
C -2.552216 3.549163 1.372227 -0.01 -0.50 0.14 -0.073
C -2.471830 2.184716 1.599300 0.09 0.00 -0.07 -0.027
H 3.510067 3.917809 -0.504144 0.24 0.23 -0.39 0.016
H 3.713516 -0.216677 -0.166042 0.01 -0.40 0.00 0.096
H 4.111822 0.317602 1.474258 0.03 -0.40 0.14 0.120
H 1.858627 0.684222 2.067867 -0.11 0.12 0.13 0.120
H 1.302678 0.747626 0.419486 -0.13 0.08 -0.21 0.085
H 0.603562 -1.252701 1.798497 -0.34 -0.12 -0.14 0.090
H 2.267495 -1.737102 1.870819 0.02 -0.28 0.10 0.133
H 0.460212 -2.198587 -1.948916 0.04 -0.42 0.15 0.130
H -0.082761 -0.907538 -0.909651 -0.20 0.07 0.17 0.108
H 2.608303 -0.902195 -2.023719 -0.01 -0.24 0.10 0.101
H 1.072554 1.031336 -3.211973 -0.23 0.17 0.08 0.067
H 0.238989 -0.520604 -3.449412 -0.16 -0.04 -0.04 0.079
H 1.905142 -0.287758 -3.969842 0.00 -0.11 -0.21 0.078
H -1.152195 -2.279287 1.835630 0.31 -0.01 0.03 0.092
H -1.906809 -3.817006 1.599754 0.08 -0.25 0.06 0.133
H -3.696389 -2.558235 0.970745 -0.18 0.01 0.08 0.127
H -2.933951 -2.647555 -0.583704 -0.03 -0.15 -0.20 0.125
H -1.716449 -0.209198 1.917430 0.33 -0.40 -0.07 0.130
H -0.659230 1.250508 -1.079365 0.11 0.00 -0.22 0.098
H -0.796747 3.688877 -1.528654 0.04 0.20 -0.13 0.105
H -2.038053 5.135128 0.046855 0.01 0.11 0.01 0.102
H -3.089003 4.156190 2.081325 -0.03 0.28 0.00 0.103
H -2.916938 1.711612 2.460622 -0.20 0.10 0.19 0.115
```
Forces are in eV/Å.

***

Record 2
Density functional theory data (wB97M-V/def2-TZVPD) for a cluster of 6 separate species, C32H76N4O8 in total.

Calculated values
Net charge: 0
SMILES: CC1(C)CCCC(C)(C)N1O.CC1(C)CCCC(C)(C)N1O.COCCNCCOC.COCCNCCOC.CO.CO
HOMO level (eV): -8.468
Gap between HOMO and LUMO (eV): 8.9851

The geometry in XYZ format:
```
120
Properties=species:S:1:pos:R:3:forces:R:3:lowdin_charge:R:1
C -4.464507 -1.478834 -0.419401 -1.11 -0.28 -0.52 -0.041
C -3.279553 -0.591544 -0.003682 0.32 -0.40 -1.16 -0.514
C -2.108531 -1.397863 -0.593461 0.18 2.06 0.67 -0.038
C -3.344674 0.796341 -0.653660 0.02 1.36 -0.04 -0.106
C -4.227166 1.826474 0.115966 1.69 -0.84 -0.41 -0.162
C -3.750338 1.914610 1.542317 -0.08 -0.50 0.12 -0.138
C -3.803893 0.566920 2.264687 -0.80 -0.77 0.17 -0.510
C -3.111495 0.665801 3.599931 -0.33 1.97 0.06 -0.034
C -5.263377 0.122181 2.636806 0.44 0.80 -1.72 -0.013
N -3.070548 -0.391503 1.424909 0.24 -2.96 0.98 0.002
O -3.201596 -1.826968 1.983497 0.28 2.10 0.07 -0.053
H -4.375119 -2.584841 -0.158030 -0.03 1.66 -0.13 0.107
H -5.389023 -1.055863 -0.036198 -0.38 -0.27 0.28 0.063
H -4.605980 -1.416578 -1.528192 0.40 -0.12 0.79 0.100
H -2.158409 -2.384773 -0.316034 -0.42 -2.45 0.65 0.049
H -2.085039 -1.343931 -1.648146 -0.21 0.12 -1.27 0.073
H -1.160213 -1.074674 -0.245008 1.03 0.81 0.36 0.066
H -2.333780 1.292792 -0.748404 -0.80 -0.83 0.14 0.124
H -3.758359 0.693678 -1.659943 0.27 -0.08 -0.07 0.121
H -4.072574 2.808372 -0.319317 -0.31 0.11 -0.36 0.101
H -5.262009 1.555591 0.095308 -0.77 -0.08 -0.18 0.098
H -4.499315 2.524024 2.032789 0.45 0.69 0.63 0.123
H -2.699175 2.292193 1.582613 -0.88 0.03 0.14 0.126
H -2.058105 0.876275 3.536722 0.42 0.31 -0.14 0.077
H -3.233758 -0.202005 4.150380 -0.13 -2.01 0.97 0.043
H -3.633987 1.434725 4.213204 0.56 -0.15 -0.47 0.114
H -5.664283 0.749301 3.391170 -0.25 1.06 0.68 0.071
H -5.292060 -0.829955 3.125140 -0.03 -0.88 -0.16 0.070
H -5.936308 0.214255 1.771256 0.10 -0.49 0.31 0.082
H -4.146011 -1.937063 2.198572 0.37 0.13 -0.27 0.065
C 0.804226 -4.349810 -3.874005 -2.19 0.55 1.98 -0.052
C 1.899938 -3.375399 -3.476233 2.68 -0.58 -0.73 -0.510
C 1.689960 -2.783713 -2.054079 -0.55 2.29 -1.87 -0.017
C 3.226864 -4.208736 -3.495939 -0.58 0.61 0.22 -0.138
C 4.434872 -3.286822 -3.333615 -0.12 -0.98 1.37 -0.205
C 4.501023 -2.258023 -4.388708 0.39 0.20 -1.69 -0.177
C 3.275117 -1.391527 -4.556419 -1.62 0.31 -0.10 -0.487
C 3.048233 -0.342626 -3.487906 0.08 -0.09 0.27 -0.030
C 3.365374 -0.699702 -5.926149 0.30 0.21 -2.13 -0.060
N 2.085789 -2.392687 -4.600282 -0.18 0.55 0.20 -0.043
O 0.846187 -1.637822 -4.634253 0.55 0.19 0.38 -0.056
H 0.631064 -4.642293 -4.891565 0.43 0.61 -0.83 0.074
H 0.908151 -5.319026 -3.374457 0.23 0.24 0.38 0.081
H -0.151686 -3.894937 -3.466418 0.66 -0.71 -0.69 0.096
H 2.573959 -2.316953 -1.550747 -0.83 -0.76 -0.44 0.067
H 0.977825 -1.940025 -2.288162 0.50 -0.60 0.79 0.089
H 1.162906 -3.473303 -1.448940 -0.32 -0.82 0.81 0.060
H 3.119977 -4.881312 -2.612444 0.37 0.00 -0.91 0.128
H 3.239803 -4.710454 -4.480157 0.19 -0.26 0.58 0.124
H 4.295031 -2.827993 -2.332099 0.72 -0.19 -0.42 0.106
H 5.384611 -3.853546 -3.394780 -0.47 0.13 0.49 0.121
H 4.479003 -2.790517 -5.358124 0.65 -0.03 0.20 0.125
H 5.462769 -1.699145 -4.320386 -0.84 0.01 -0.14 0.139
H 3.666380 0.542895 -3.609320 0.15 0.08 -0.24 0.096
H 3.257771 -0.743102 -2.516556 0.19 -0.03 0.59 0.036
H 2.006087 -0.045940 -3.473263 0.01 0.15 -0.19 0.048
H 2.640882 0.090416 -6.213367 0.28 0.01 1.19 0.079
H 3.132472 -1.373836 -6.786246 0.59 -0.27 0.79 0.084
H 4.406177 -0.278554 -6.139659 -1.31 -0.54 0.55 0.105
H 0.522969 -1.720827 -5.529057 0.06 -0.20 -0.40 0.095
C -1.597442 5.994350 2.174523 -0.78 0.07 0.25 -0.100
O -1.341516 6.191444 0.786690 0.56 0.70 1.65 -0.157
C -1.800465 5.150363 0.017725 -1.63 -0.63 -0.52 -0.282
C -1.639217 5.432128 -1.469536 1.80 0.53 0.96 -0.178
N -0.265316 5.690162 -1.934086 0.10 -1.47 -0.41 -0.035
C 0.637985 4.555651 -1.617612 0.42 0.71 2.22 -0.208
C 0.599870 3.364204 -2.525069 0.15 -1.51 1.52 -0.208
O -0.548939 2.517678 -2.398584 -0.41 -0.57 0.36 -0.189
C -0.300838 1.140343 -2.735123 0.52 -0.02 2.24 -0.088
H -2.593752 6.309467 2.535591 0.10 0.44 -0.71 0.092
H -0.865931 6.521303 2.740893 0.60 0.66 0.26 0.074
H -1.584027 4.980094 2.572152 0.49 -0.64 -0.77 0.077
H -2.907302 5.120713 0.114703 0.16 -0.52 0.25 0.126
H -1.372910 4.208874 0.388632 -0.11 -0.09 -0.36 0.094
H -2.226049 6.310168 -1.658303 -0.39 0.41 -0.42 0.114
H -2.016980 4.583198 -1.980888 -0.51 -0.72 -0.69 0.098
H 0.070605 6.583970 -1.627151 0.22 0.04 0.34 0.094
H 0.453225 4.186604 -0.582132 -0.24 0.08 -0.47 0.083
H 1.726087 4.839807 -1.468954 -1.18 0.24 -0.88 0.141
H 1.461400 2.730683 -2.248001 0.04 0.32 -0.36 0.123
H 0.654667 3.721215 -3.495820 0.36 0.42 -2.28 0.100
H -0.024054 0.997761 -3.724679 0.18 0.04 -2.27 0.053
H -1.129258 0.469092 -2.482914 -0.25 0.79 -0.16 0.064
H 0.548965 0.679539 -2.181288 -0.28 0.73 0.24 0.085
C -1.467552 -0.436753 6.954604 -1.92 -0.69 -0.62 -0.137
O -0.477536 -0.126969 6.065490 1.32 1.01 -1.31 -0.174
C -0.344762 -1.007234 4.955822 1.80 -1.23 1.98 -0.225
C 0.510579 -0.377418 3.903388 -0.58 1.42 -0.24 -0.147
N 0.211206 -0.886789 2.568357 0.15 -0.23 -0.74 -0.061
C 0.395675 -2.295525 2.324683 0.63 -1.73 -0.68 -0.154
C 1.755030 -2.930177 2.577777 -2.45 0.57 2.22 -0.151
O 1.812243 -3.164531 4.007142 -2.58 0.22 -2.30 -0.190
C 2.992069 -3.702092 4.288522 3.40 0.86 2.40 -0.190
H -1.883750 0.446251 7.438296 0.29 0.21 -0.05 0.090
H -1.126208 -1.120623 7.705734 0.10 -0.62 0.60 0.079
H -2.300183 -0.899406 6.361249 0.22 0.10 0.82 0.093
H -1.293884 -1.328769 4.608056 -1.16 0.00 -0.62 0.092
H 0.196458 -1.939032 5.265242 -0.58 0.48 0.09 0.133
H 1.593847 -0.486768 4.106176 -0.61 -0.05 -0.13 0.143
H 0.279890 0.726301 3.937655 0.32 -0.93 -0.30 0.136
H -0.738734 -0.784501 2.202249 -0.20 0.95 0.83 0.111
H 0.189402 -2.594784 1.264655 -0.44 0.85 0.77 0.135
H -0.297451 -2.775512 2.998001 -0.38 -0.99 -0.14 0.117
H 2.521213 -2.267985 2.378318 1.88 1.44 -0.95 0.100
H 1.866059 -3.840021 2.021724 0.07 -0.66 -0.22 0.123
H 3.344808 -4.529073 3.678364 -0.29 -0.48 0.10 0.095
H 3.004498 -3.826226 5.368397 -0.02 -1.22 0.16 0.096
H 3.773986 -2.915525 4.262493 0.26 -0.12 -0.72 0.096
C 4.796712 0.269676 -0.040723 0.12 -2.33 0.57 -0.140
O 3.433135 -0.243601 -0.145378 2.24 0.01 -0.71 -0.174
H 5.480691 -0.316611 -0.762395 -1.26 0.75 1.06 0.091
H 4.890481 1.310885 -0.303097 -0.15 0.49 0.04 0.053
H 5.186267 0.065648 1.018117 -0.34 0.50 -1.40 0.087
H 2.844808 0.195418 0.476569 -0.60 0.40 0.24 0.011
C 1.049024 2.071521 1.200908 -0.57 0.17 -1.51 -0.152
O 1.191218 0.669683 0.968867 0.87 1.73 -0.40 -0.196
H 0.000289 2.399685 1.019242 0.37 -0.22 -0.31 0.057
H 1.217306 2.433200 2.199113 0.64 -0.25 0.81 0.057
H 1.706699 2.686014 0.495672 -0.72 -1.04 0.85 0.092
H 0.843106 0.031018 1.707489 0.00 0.45 -0.34 -0.014
```
Forces are in eV/Å.

***

Record 3
Density functional theory data (wB97M-V/def2-TZVPD) for the molecule C2H2ClNO.

Calculated values
ΔE to the lowest compared entry with this formula, charge and spin (kcal/mol): 129.9
Net charge: 0
HOMO level (alpha / beta) (eV): -8.683 / -8.294
Gap between HOMO and LUMO (alpha / beta) (eV): 6.6523 / 5.8150

The geometry in XYZ format:
```
7
Properties=species:S:1:pos:R:3:forces:R:3:lowdin_charge:R:1
C 1.172183 -0.559155 -0.737759 2.84 -1.77 0.68 0.081
C 0.023819 -0.241512 -0.207620 -1.58 0.83 0.10 -0.739
N -0.383016 0.881484 0.542901 3.48 -0.50 -0.48 -0.116
O 0.282583 1.764153 1.079186 0.30 -0.51 -0.78 0.058
Cl -1.505652 -1.182113 -0.461122 -0.34 -0.33 0.19 0.541
H 1.728503 -1.563698 -1.007216 -1.81 2.47 0.01 0.083
H -1.318421 0.900841 0.791630 -2.90 -0.20 0.27 0.092
```
Forces are in eV/Å.

***

no.,E (eV)
1,-30877.3734
2,-56748.3350
3,-18159.7397